1.
Density functional theory data (ωB97M-V/def2-TZVPD) for one molecule with the formula C2H7N5S in a non-equilibrium geometry.

Positions of all 15 atoms, in Å:
C (-0.27, -0.12, 0.43)
C (-1.93, 1.57, -2.14)
H (-0.68, 0.02, 3.39)
H (-1.16, -1.38, 2.79)
H (1.11, -1.17, 1.42)
H (2.73, 0.45, -0.21)
H (-0.04, 0.11, -1.61)
H (-2.83, 2.15, -2.32)
H (-1.34, 1.27, -3.02)
N (-0.50, -0.62, 2.62)
N (-1.04, 0.06, 1.44)
N (0.89, -0.89, 0.46)
N (-0.53, 0.48, -0.78)
N (-1.64, 1.23, -0.96)
S (2.20, -0.75, -0.60)

Results
* SMILES string: C=NN/C(=N/N)NS
* total charge: 0
* Kohn-Sham gap: 9.2 eV
* E_LUMO: 0.026 Eh

2.
Density functional theory data (ωB97M-V/def2-TZVPD) for an isolated ion of composition C13H15N2 and charge +1 in a non-equilibrium geometry.

Positions of all 30 atoms, in Å:
C (0.65, -0.50, 1.36)
C (-3.33, 0.65, 0.28)
C (-0.70, 0.02, 1.12)
C (-2.28, 1.26, -0.33)
C (1.66, 0.18, 0.73)
C (-2.97, -0.68, 0.71)
C (-0.94, 0.92, -0.26)
C (0.17, 1.31, -0.84)
C (1.45, 1.08, -0.35)
C (-1.66, -1.09, 0.93)
C (2.02, 2.64, -1.76)
C (3.91, 1.49, -0.82)
C (-1.70, -3.55, 0.12)
N (2.46, 1.71, -0.98)
N (-1.18, -2.39, 0.87)
H (0.76, -1.29, 2.07)
H (-4.34, 0.95, 0.14)
H (-0.96, 0.74, 1.95)
H (-2.52, 2.15, -0.89)
H (2.64, -0.01, 0.98)
H (-3.83, -1.32, 0.81)
H (0.95, 2.86, -1.83)
H (2.62, 2.85, -2.66)
H (4.08, 0.43, -0.35)
H (4.26, 1.52, -1.79)
H (4.38, 2.08, -0.11)
H (-2.76, -3.40, -0.10)
H (-1.09, -3.89, -0.77)
H (-1.55, -4.34, 0.99)
H (-0.21, -2.37, 0.76)

Results
* SMILES string: C=[N+](C)C1=C=C2C=CC=C(NC)[C@H]2C=C1
* total charge: +1
* Kohn-Sham gap (spin up / spin down): 6.1 / 5.7 eV
* E_LUMO (spin up / spin down): -0.170 / -0.184 Eh

Calculated total energy for every record listed, in sequence, given in eV: -20470.6687 -16690.9397.
Relative energy (zero: lowest compared OMol25 entry of this formula, charge and spin) for every record listed, in sequence, given in kJ/mol: 112.3 794.7.